1.
Computed, not measured: a structure of composition C19H42NOP3SeW at a distorted geometry, with ωB97M-V/def2-TZVPD.

```
68
Properties=species:S:1:pos:R:3:forces:R:3:mulliken_spin:R:1
W -0.020 -0.041 -0.389 2.096 0.840 0.913 2.0815
P -2.298 -0.103 -0.701 -4.827 -0.123 1.012 0.0031
P 0.188 -2.355 -0.300 0.545 -4.668 0.407 -0.0001
P 0.017 2.337 -0.346 0.035 4.036 0.071 -0.0071
H 1.602 -0.928 -2.328 0.510 0.583 0.286 -0.0070
C 1.649 0.031 -1.771 -0.062 0.112 2.184 -0.0778
C 2.300 0.068 -0.390 -0.025 0.010 -1.546 -0.2166
H 2.854 -0.832 -0.059 -0.389 0.781 -0.266 0.0105
C -2.674 -0.144 -2.471 0.099 -0.012 -0.640 -0.0118
C -3.276 -1.508 -0.045 -0.107 -0.401 -0.108 0.0379
C -3.396 1.233 -0.093 -0.106 0.413 -0.033 0.0372
C 1.867 -3.100 -0.280 0.279 0.102 -0.067 0.0226
C -0.619 -3.489 0.897 -0.439 -0.005 0.378 0.0228
C -0.431 -2.982 -1.916 -0.204 -0.192 -0.272 0.0187
C 1.629 3.207 -0.362 0.331 -0.120 0.001 0.0211
C -0.863 3.411 0.848 -0.370 -0.075 0.382 0.0161
C -0.671 2.909 -1.962 -0.177 0.134 -0.189 0.0145
H 1.521 0.968 -2.352 0.543 -0.548 0.274 0.0049
H 2.696 1.034 -0.022 -0.186 -0.843 -0.346 0.0072
H -3.770 -0.190 -2.563 0.316 0.000 -0.101 -0.0002
H -2.234 -1.022 -2.951 -0.193 -0.046 0.063 -0.0001
H -2.304 0.751 -2.981 -0.196 0.009 0.130 0.0006
H -4.322 -1.388 -0.370 0.328 0.034 0.084 0.0032
H -3.256 -1.521 1.052 0.072 0.192 -0.239 -0.0012
H -2.924 -2.480 -0.402 -0.075 0.191 0.014 0.0029
H -4.429 1.003 -0.396 0.344 -0.033 0.064 0.0033
H -3.142 2.217 -0.498 -0.038 -0.204 0.028 0.0024
H -3.364 1.294 1.002 0.093 -0.170 -0.233 -0.0007
H 1.809 -4.186 -0.451 -0.165 0.340 0.081 -0.0012
H 2.349 -2.939 0.693 -0.150 -0.048 -0.173 0.0004
H 2.511 -2.670 -1.052 -0.065 -0.106 0.058 0.0036
H -0.739 -4.495 0.466 0.180 0.364 -0.053 -0.0005
H -1.608 -3.148 1.212 0.183 0.009 -0.083 -0.0015
H -0.016 -3.594 1.807 0.038 0.160 -0.272 0.0006
H -0.133 -4.038 -1.995 -0.089 0.278 -0.036 0.0055
H 0.000 -2.439 -2.765 0.048 -0.105 0.113 0.0007
H -1.523 -2.930 -2.004 0.234 -0.057 0.133 -0.0041
H 1.499 4.284 -0.551 -0.174 -0.368 0.080 -0.0008
H 2.298 2.809 -1.129 -0.044 0.085 0.036 0.0025
H 2.120 3.091 0.611 -0.092 0.055 -0.124 -0.0003
H -0.853 4.463 0.523 0.179 -0.387 -0.123 -0.0012
H -0.375 3.366 1.827 0.054 -0.081 -0.164 -0.0009
H -1.906 3.128 1.003 0.206 -0.047 -0.059 -0.0013
H -0.480 3.991 -2.037 -0.089 -0.336 -0.036 0.0042
H -1.752 2.743 -2.040 0.266 0.098 0.095 -0.0046
H -0.186 2.407 -2.809 0.017 0.125 0.145 -0.0003
C 0.909 0.103 -6.481 -2.445 -0.068 0.902 0.0329
C 2.009 -0.091 -5.626 2.456 -0.200 0.729 -0.0177
C 3.308 -0.032 -6.131 -1.237 -0.300 2.003 0.0284
C 3.532 0.214 -7.493 0.262 0.078 -0.400 0.0227
C 2.438 0.401 -8.352 -1.853 0.138 -0.473 0.0068
C 1.135 0.346 -7.857 0.918 0.324 -2.000 0.0113
Se -0.870 0.053 -5.813 2.348 -0.040 -0.509 -0.0458
H -0.441 -0.234 -4.392 -0.146 0.151 -0.757 -0.0011
H 1.828 -0.284 -4.573 0.248 -0.010 -0.150 0.0074
H 4.154 -0.177 -5.458 -0.237 0.023 -0.194 0.0011
H 4.552 0.258 -7.881 -0.232 -0.023 0.057 -0.0003
H 2.606 0.592 -9.413 -0.097 -0.047 0.252 0.0009
H 0.283 0.490 -8.518 0.221 0.009 -0.056 -0.0002
C -0.829 -0.229 4.435 -0.649 0.122 -0.125 -0.0034
C -0.257 -0.339 3.056 -0.125 0.009 0.297 -0.0178
N 0.988 -0.816 2.882 -0.433 0.209 -0.034 0.0072
O -1.027 0.029 2.128 1.823 -0.197 -2.095 -0.0373
H -0.192 -0.587 5.225 0.271 -0.129 0.206 -0.0005
H -1.781 -0.793 4.438 0.445 0.291 0.100 0.0004
H -1.082 0.833 4.618 0.143 -0.514 -0.086 0.0006
H 1.484 -0.801 1.983 -0.491 0.090 0.663 0.0176
H 1.495 -1.114 3.708 0.080 0.111 -0.202 -0.0018
```
Positions in Å, forces in eV/Å.

Output
total charge: +4
DFT total energy: -4370.02054 Eh
LUMO energy (alpha / beta): -0.630 / -0.623 hartree
spin multiplicity: 3
⟨S²⟩: 2.254

2.
Computed, not measured: a structure of composition C19H43AuOP3S at a distorted geometry, with ωB97M-V/def2-TZVPD.

```
68
Properties=species:S:1:pos:R:3:forces:R:3:mulliken_spin:R:1
Au 1.436 0.642 -0.510 -2.024 1.267 0.964 0.1168
P 0.786 0.736 2.220 0.357 -0.304 1.456 0.0325
P -1.502 1.052 -0.100 -1.188 0.129 -0.148 0.4273
P 1.091 2.970 -1.178 0.463 -0.113 -0.702 0.0945
H 3.516 -0.813 -3.252 -0.487 1.149 1.111 -0.0002
C 3.358 0.115 -2.603 1.812 -1.941 -0.507 0.0398
C 3.978 0.118 -1.405 1.211 -1.359 -0.685 0.0067
H 4.607 -0.798 -1.163 -1.092 1.083 -0.199 0.0037
C 0.226 -0.757 3.162 -0.071 -0.355 -0.368 -0.0004
C -0.055 2.071 3.187 -0.190 0.295 -0.161 0.0063
C 2.500 0.896 2.844 0.249 0.065 -0.228 0.0197
C -2.229 0.884 -1.766 0.231 -0.264 -0.270 0.0527
C -2.375 -0.229 0.895 0.239 -0.289 0.099 0.0732
C -2.240 2.621 0.503 0.422 0.098 0.284 0.0600
C 2.831 3.281 -1.496 0.368 0.440 0.313 0.0210
C 0.590 4.461 -0.284 -0.070 0.308 0.918 0.0086
C 0.355 3.263 -2.794 -0.295 -0.062 -0.587 0.0056
H 2.928 0.895 -3.185 -0.438 0.839 0.185 0.0023
H 4.192 0.910 -0.709 -0.319 0.652 -0.108 -0.0013
H 0.368 -1.656 2.542 0.007 0.216 0.212 0.0017
H -0.844 -0.693 3.407 0.347 0.044 0.006 -0.0010
H 0.806 -0.891 4.087 -0.222 0.170 -0.241 0.0010
H -1.118 1.838 3.368 0.378 0.050 -0.147 0.0000
H 0.008 3.019 2.636 -0.069 -0.179 0.207 -0.0014
H 0.411 2.232 4.173 -0.018 -0.257 -0.369 0.0003
H 3.093 0.132 2.328 0.120 0.174 0.201 -0.0007
H 2.599 0.762 3.933 -0.204 0.054 -0.382 0.0032
H 2.884 1.889 2.572 0.017 -0.272 0.059 0.0006
H -3.278 1.214 -1.756 0.269 -0.104 0.085 0.0190
H -2.182 -0.169 -2.083 -0.006 0.365 0.058 -0.0102
H -1.675 1.490 -2.493 -0.179 -0.207 0.173 -0.0039
H -3.413 -0.364 0.544 0.350 0.249 -0.032 0.0211
H -2.412 0.070 1.953 0.093 -0.093 -0.387 -0.0034
H -1.845 -1.193 0.813 -0.115 0.339 0.058 -0.0018
H -3.284 2.721 0.179 0.229 -0.240 -0.061 0.0159
H -1.671 3.472 0.121 -0.232 -0.146 0.079 -0.0109
H -2.215 2.659 1.599 0.053 -0.005 -0.304 -0.0069
H 2.918 4.351 -1.722 0.340 -0.269 -0.127 0.0066
H 3.202 2.663 -2.312 0.015 0.243 0.043 0.0013
H 3.397 3.046 -0.589 0.062 0.245 -0.191 -0.0009
H 1.321 5.256 -0.492 -0.153 -0.295 0.059 0.0008
H 0.556 4.303 0.803 0.045 0.147 -0.295 -0.0001
H -0.382 4.836 -0.615 0.112 -0.165 -0.011 -0.0008
H 0.784 4.185 -3.219 -0.182 -0.271 0.118 0.0014
H -0.734 3.381 -2.731 0.231 0.088 0.004 -0.0014
H 0.562 2.427 -3.470 0.032 0.181 0.033 0.0000
C 0.316 -3.688 -0.133 1.255 -0.744 1.355 0.0010
C -0.174 -3.579 -1.424 -2.029 0.712 0.281 0.0263
C -0.168 -2.276 -1.894 1.271 -0.175 -1.315 -0.0166
C 0.980 -1.495 -1.535 -0.466 -0.146 -0.878 0.0504
C 1.862 -1.970 -0.529 0.684 1.303 -0.327 -0.0138
C 1.441 -2.974 0.302 -1.071 -0.615 -0.128 0.0330
O -0.271 -4.482 0.798 0.040 -1.237 -0.789 0.0495
H -0.982 -5.068 0.406 1.554 0.640 0.192 0.0003
H -0.755 -4.393 -1.872 -0.126 0.408 0.221 0.0067
H -0.867 -1.989 -2.708 0.958 -0.137 0.426 0.0002
H 1.227 -0.675 -2.267 -0.127 -1.051 0.643 -0.0078
H 2.856 -1.504 -0.343 -1.015 -0.559 -0.301 -0.0082
H 1.915 -3.232 1.238 0.083 -0.062 -0.051 0.0004
C -3.682 -3.727 -0.777 -0.421 -0.545 -0.668 -0.0278
S -3.182 -5.200 0.187 -0.406 1.940 0.088 0.7814
C -2.817 -4.294 1.679 0.261 -1.002 0.305 -0.0222
H -4.696 -3.440 -0.432 0.427 -0.243 -0.100 0.0364
H -3.004 -2.852 -0.699 -0.140 -0.832 0.239 0.0190
H -3.747 -4.085 -1.813 -0.077 0.340 0.204 -0.0008
H -3.504 -3.473 1.792 -0.545 0.069 0.234 0.0236
H -2.801 -5.039 2.483 -0.143 0.444 0.121 0.0072
H -1.794 -3.863 1.599 -0.465 -0.213 0.033 0.0638
```
Positions in Å, forces in eV/Å.

Output
total charge: +3
DFT total energy: -2381.76174 Eh
LUMO energy (alpha / beta): -0.303 / -0.473 hartree
spin multiplicity: 3
⟨S²⟩: 2.011

3.
Computed, not measured: a structure of composition C19H43BClNO12Si2 at a distorted geometry, with ωB97M-V/def2-TZVPD.

```
79
Properties=species:S:1:pos:R:3:forces:R:3:mulliken_charge:R:1
C 4.551 1.057 0.180 0.584 0.449 0.258 -0.4103
O 4.567 -0.023 -0.845 -2.615 -1.026 1.821 -0.4433
B 3.375 -0.918 -0.638 3.785 -2.140 0.765 0.8583
O 3.544 -2.368 -0.291 1.445 3.648 0.618 -0.5877
Si 1.581 -0.208 -0.819 -1.696 -1.755 -0.038 0.5283
O 0.369 -1.171 0.013 -0.665 3.711 0.008 -0.1877
Si -0.853 -0.159 0.796 0.093 -2.906 -0.129 0.3756
N -2.208 -1.309 1.253 1.960 -0.439 -1.312 -0.6618
C -1.453 1.331 -0.280 -0.707 0.712 -0.615 -0.5488
C -1.926 0.904 -1.802 4.310 4.637 -4.531 0.4456
O -1.291 1.543 -2.823 -4.478 -4.667 6.668 -0.5127
Cl -3.206 -0.367 -2.231 1.608 1.696 1.072 -0.1597
H 4.279 0.549 1.208 0.539 1.472 -1.829 0.1469
H 3.825 1.945 -0.101 1.295 -1.968 0.612 0.1727
H 5.641 1.518 0.209 -2.264 -1.136 0.032 0.2281
H 4.341 -2.445 0.343 -1.563 0.154 -1.766 0.3091
H 1.615 1.201 -0.430 -0.340 0.327 0.247 -0.3329
H 1.254 -0.298 -2.265 -0.150 0.221 0.025 -0.2340
H -0.347 0.344 2.098 0.006 0.181 -0.361 -0.1644
H -2.464 -1.825 0.358 0.228 0.715 1.497 0.2685
H -1.697 -2.035 1.839 -0.943 1.046 -0.871 0.2502
H -0.560 2.116 -0.366 -2.068 -1.790 -0.273 0.2593
H -2.307 1.882 0.341 1.503 -1.364 -1.552 0.4166
O 2.268 -1.204 2.342 1.417 -0.173 1.673 -0.3964
C 2.813 -1.554 3.388 -0.894 0.024 -1.264 0.8139
O 4.110 -1.252 3.619 -0.112 0.521 -0.459 -0.4159
C 4.779 -1.438 4.879 0.150 -0.221 0.139 -0.3755
C 5.323 -2.848 5.000 -0.093 -0.234 -0.114 -0.9912
C 2.080 -2.405 4.383 -0.381 0.371 0.419 -1.1319
H 4.131 -1.163 5.715 -0.077 -0.102 -0.136 0.3705
H 5.615 -0.730 4.893 -0.291 -0.031 -0.265 0.3358
H 4.521 -3.592 4.982 0.058 0.112 0.111 0.2567
H 5.883 -2.967 5.932 -0.050 0.036 -0.094 0.3746
H 5.985 -3.077 4.158 -0.031 0.131 0.156 0.3009
H 2.175 -3.455 4.100 0.025 0.076 0.002 0.2696
H 1.021 -2.122 4.368 0.306 -0.191 -0.129 0.1609
H 2.414 -2.265 5.411 0.015 -0.170 -0.108 0.3549
O 0.360 -1.719 6.990 -1.916 -1.264 0.101 -0.5606
C -0.753 -2.215 7.159 1.372 0.861 -0.342 0.8499
O -1.085 -3.374 6.548 0.653 -0.013 0.089 -0.4071
C -2.274 -4.134 6.833 -0.281 -0.006 -0.144 -0.3893
C -3.446 -3.631 6.014 -0.046 0.241 -0.095 -0.9549
C -1.794 -1.498 7.967 -0.008 -0.030 0.796 -1.0693
H -2.485 -4.151 7.905 0.048 0.142 -0.065 0.3719
H -2.055 -5.169 6.545 0.245 0.315 0.028 0.3282
H -3.695 -2.595 6.262 -0.028 -0.144 0.055 0.2633
H -4.331 -4.250 6.186 0.104 0.044 -0.015 0.3745
H -3.204 -3.651 4.946 -0.016 -0.104 0.180 0.2678
H -2.320 -0.786 7.327 0.029 -0.085 0.049 0.2618
H -1.292 -0.953 8.775 -0.036 0.019 -0.393 0.3207
H -2.510 -2.162 8.449 -0.111 0.048 -0.227 0.3440
O 2.085 -0.412 -7.908 -2.008 0.068 1.264 -0.6036
C 0.961 -0.452 -7.410 1.718 -0.169 -0.610 0.6844
O 0.783 -0.177 -6.099 0.469 0.303 -0.296 -0.3317
C -0.499 -0.002 -5.469 -0.028 -0.142 0.263 -0.0204
C -1.074 -1.335 -5.033 -0.011 -0.230 -0.132 -0.7864
C -0.218 -0.900 -8.222 -0.414 0.474 -0.523 -0.8508
H -1.181 0.561 -6.111 0.051 -0.102 -0.090 0.2849
H -0.326 0.620 -4.583 0.204 -0.186 -0.411 0.0496
H -1.255 -1.994 -5.887 -0.060 0.094 0.044 0.3506
H -2.018 -1.192 -4.500 0.180 0.003 -0.115 0.1365
H -0.372 -1.858 -4.374 -0.088 0.180 -0.016 0.2711
H -0.279 -1.990 -8.199 -0.014 0.104 0.022 0.2353
H -0.073 -0.569 -9.257 0.156 -0.263 0.247 0.2984
H -1.164 -0.468 -7.897 0.004 -0.216 0.146 0.3010
O -4.224 8.005 -5.160 1.169 -2.113 0.074 -0.5818
C -3.462 7.043 -5.072 -1.155 1.480 0.100 0.7140
O -3.933 5.783 -5.194 -0.371 0.302 -0.393 -0.3719
C -3.107 4.610 -5.307 0.053 -0.104 0.306 -0.6033
C -2.719 4.088 -3.937 0.085 0.082 0.072 -0.2539
C -2.014 7.245 -4.733 0.566 0.201 -0.543 -0.8624
H -2.241 4.797 -5.947 -0.023 0.106 0.107 0.3690
H -3.712 3.854 -5.819 -0.078 0.375 0.055 0.3278
H -2.120 4.817 -3.384 0.036 -0.093 -0.111 0.2426
H -2.144 3.163 -4.026 -0.128 0.196 0.000 -0.0821
H -3.613 3.892 -3.335 0.067 -0.040 -0.177 0.2997
H -1.903 7.304 -3.648 -0.003 -0.037 -0.101 0.2306
H -1.681 8.188 -5.181 -0.238 -0.122 0.291 0.2998
H -1.358 6.473 -5.133 -0.053 -0.099 0.234 0.3097
```
Positions in Å, forces in eV/Å.

Output
DFT total energy: -2771.47972 Eh
LUMO energy: -0.019 hartree